Entry w
{
  "formula": "C4H9NOS",
  "method": "the ωB97M-V functional and the def2-TZVPD basis",
  "homo_ev": -8.7,
  "smiles": "CSC(C)(C)N=O",
  "gap_ha": 0.3222,
  "elements": ["C", "S", "C", "C", "C", "N", "O", "H", "H", "H", "H", "H", "H", "H", "H", "H"],
  "xyz": [[0.4610, -2.1342, -0.0694], [0.8392, -0.6813, -1.1015], [-0.2139, 0.5509, -0.2698], [-0.3852, 0.4179, 1.2712], [0.5279, 1.7867, -0.7148], [-1.6431, 0.4931, -0.7348], [-2.0413, -0.5494, -1.1814], [0.8294, -3.0251, -0.5840], [-0.6295, -2.2774, -0.0439], [0.8669, -1.9574, 1.0148], [-1.2636, -0.1324, 1.5315], [0.5211, -0.1653, 1.5977], [-0.3867, 1.3180, 1.7479], [0.2678, 2.7462, -0.1812], [0.5776, 1.8628, -1.8496], [1.6723, 1.7470, -0.4328]]
}

Entry x
{
  "formula": "C4H9NOS",
  "method": "the ωB97M-V functional and the def2-TZVPD basis",
  "homo_ev": -9.0,
  "smiles": "CNC(=O)CCS",
  "gap_ha": 0.3590,
  "elements": ["C", "N", "C", "O", "C", "C", "S", "H", "H", "H", "H", "H", "H", "H", "H", "H"],
  "xyz": [[-1.7015, 1.5481, 0.7151], [-1.8631, 0.1488, 0.3597], [-0.8460, -0.6879, 0.0062], [-0.9619, -1.8971, 0.0365], [0.4668, -0.0087, -0.3789], [1.5936, -1.0289, -0.4505], [3.1113, -0.3110, -1.1664], [-1.1157, 1.6904, 1.6262], [-2.6957, 1.9425, 0.9358], [-1.3185, 2.1344, -0.1168], [-2.7786, -0.2670, 0.4145], [0.3123, 0.4609, -1.3499], [0.7346, 0.7200, 0.3844], [1.3085, -1.9128, -1.0072], [1.8328, -1.3397, 0.5632], [3.9209, -1.1922, -0.5719]]
}

Entry y
{
  "formula": "C4H9NOS",
  "method": "the ωB97M-V functional and the def2-TZVPD basis",
  "homo_ev": -9.1,
  "gap_ha": 0.3669,
  "elements": ["C", "C", "C", "C", "N", "O", "S", "H", "H", "H", "H", "H", "H", "H", "H", "H"],
  "xyz": [[0.5019, -0.9837, 0.1702], [-0.8780, -1.6158, 0.1146], [0.6134, 0.3881, -0.5629], [0.9016, 1.4866, 0.3904], [-0.6267, 0.3847, -1.2792], [-1.8832, 0.7185, 1.1187], [-1.9504, -0.1197, -0.1279], [0.7538, -0.7631, 1.1486], [1.1636, -1.7566, -0.0929], [-1.0213, -2.2623, -0.7871], [-1.0629, -2.3074, 0.9687], [1.3773, 0.2003, -1.2436], [0.3027, 1.4144, 1.3782], [0.6691, 2.5814, 0.0885], [2.0192, 1.4288, 0.6390], [-0.8803, 1.2058, -1.9233]]
}

Entry z
{
  "formula": "C4H9NOS",
  "method": "the ωB97M-V functional and the def2-TZVPD basis",
  "homo_ev": -8.9,
  "gap_ha": 0.3567,
  "elements": ["C", "C", "C", "C", "H", "H", "H", "H", "H", "H", "H", "H", "H", "N", "O", "S"],
  "xyz": [[-0.7148, 1.2251, 0.0383], [-0.4087, -0.2035, -0.4669], [-1.3731, -1.0473, 0.1730], [3.0410, -0.4258, -0.0513], [0.0505, 1.8456, -0.2576], [-1.4323, 1.9255, -0.4457], [-0.8864, 1.1720, 1.1746], [-0.2754, -0.4801, -1.4511], [-1.4302, -0.8944, 1.1993], [-0.9994, -2.2074, 0.0138], [-2.5333, 0.9547, 0.1423], [4.0432, -0.5233, -0.6197], [3.1259, -0.4180, 1.4403], [1.9601, -0.1692, -0.7387], [0.8642, -0.3584, 0.1439], [-3.0313, -0.3956, -0.2945]]
}

Ordering by calculated energy gives the sequence entry x, entry y, entry w, entry z, with the first entry being the most stable.

Entry w
{
  "formula": "C4H9NOS",
  "method": "the ωB97M-V functional and the def2-TZVPD basis",
  "homo_ev": -8.7,
  "smiles": "CC(C)=NO.C=S",
  "gap_ha": 0.3117,
  "elements": ["C", "C", "C", "N", "O", "H", "H", "H", "H", "H", "H", "H", "C", "S", "H", "H"],
  "xyz": [[1.0693, -0.4906, 0.9819], [0.7856, 0.5151, -0.0721], [1.2223, 0.1318, -1.4063], [0.2977, 1.6689, 0.0925], [-0.3330, 2.1615, 1.2529], [1.5508, 0.0164, 1.8682], [0.1084, -0.9117, 1.3560], [1.6906, -1.2535, 0.4512], [1.8258, -0.7818, -1.4106], [2.0521, 0.8559, -1.7155], [0.4792, 0.1360, -2.1302], [0.0907, 3.0674, 1.4671], [-2.7893, -1.4163, -0.2265], [-1.4992, -0.6753, -0.7572], [-2.6962, -2.0404, 0.6381], [-3.8546, -0.9835, -0.3894]]
}

Entry x
{
  "formula": "C4H9NOS",
  "method": "the ωB97M-V functional and the def2-TZVPD basis",
  "homo_ev": -9.2,
  "smiles": "CN[C@@H](C=O)CS",
  "gap_ha": 0.3664,
  "elements": ["C", "N", "C", "C", "O", "C", "S", "H", "H", "H", "H", "H", "H", "H", "H", "H"],
  "xyz": [[-2.6939, -0.5879, -0.7859], [-1.5856, -0.8429, 0.1406], [-0.3438, -0.2585, -0.2908], [-0.3632, 1.2759, -0.3478], [-0.9092, 1.9387, 0.4892], [0.7832, -0.6687, 0.6770], [2.4320, -0.3450, -0.0077], [-2.9498, 0.4752, -0.8700], [-3.5717, -1.1480, -0.4826], [-2.4062, -0.9352, -1.7827], [-1.8139, -0.4358, 1.0407], [-0.0603, -0.5637, -1.3104], [0.1641, 1.7657, -1.1869], [0.6119, -1.7174, 0.9266], [0.6994, -0.0777, 1.5867], [3.0400, -0.2412, 1.1784]]
}

Ordering by calculated energy gives the sequence entry x, entry w, with the first entry being the most stable.

Entry w
{
  "formula": "C4H9NOS",
  "method": "the ωB97M-V functional and the def2-TZVPD basis",
  "homo_ev": -9.1,
  "smiles": "O=CNCCCS",
  "gap_ha": 0.3634,
  "elements": ["O", "C", "N", "C", "C", "C", "S", "H", "H", "H", "H", "H", "H", "H", "H", "H"],
  "xyz": [[-1.4025, -0.4363, 2.9814], [-1.1847, -0.2651, 1.8009], [-0.0430, -0.6750, 1.1433], [-0.2390, -1.0997, -0.2614], [-0.0398, 0.0162, -1.2694], [1.1957, 0.9238, -1.0480], [0.7164, 2.4477, -0.2091], [-2.1107, -0.1492, 1.2048], [0.5638, -1.1386, 1.7958], [-1.2863, -1.2945, -0.4856], [0.1452, -2.1291, -0.3181], [-0.9221, 0.6128, -1.4770], [0.1944, -0.5400, -2.1890], [1.5410, 1.3464, -2.0036], [2.0670, 0.3553, -0.7233], [0.8047, 2.0254, 1.0583]]
}

Entry x
{
  "formula": "C4H9NOS",
  "method": "the ωB97M-V functional and the def2-TZVPD basis",
  "homo_ev": -8.5,
  "gap_ha": 0.3387,
  "elements": ["C", "C", "C", "C", "N", "O", "S", "H", "H", "H", "H", "H", "H", "H", "H", "H"],
  "xyz": [[0.9369, 0.0661, -1.5079], [1.1526, -1.3196, -0.7964], [-0.7061, 0.2535, 0.1980], [-1.2120, 1.2099, 1.9001], [0.2273, 0.9063, -0.5421], [-1.0834, -2.3350, 0.0806], [-0.0803, -1.4103, 0.6293], [1.8901, 0.4721, -1.7539], [0.3436, -0.0841, -2.4369], [0.8299, -2.3095, -1.2896], [2.1928, -1.4149, -0.3393], [-1.6981, 0.1033, -0.3304], [-1.3434, 2.3299, 1.6981], [-0.2089, 1.2531, 2.4650], [-2.0991, 0.6751, 2.2306], [0.8581, 1.6040, -0.2051]]
}

Ordering by calculated energy gives the sequence entry w, entry x, with the first entry being the most stable.

Entry w
{
  "formula": "C4H9NOS",
  "method": "the ωB97M-V functional and the def2-TZVPD basis",
  "homo_ev": -9.1,
  "smiles": "O=CNCCCS",
  "gap_ha": 0.3673,
  "elements": ["O", "C", "N", "C", "C", "C", "S", "H", "H", "H", "H", "H", "H", "H", "H", "H"],
  "xyz": [[-1.5132, 1.9938, -0.9931], [-0.6875, 1.9988, -0.1286], [0.6622, 1.7549, -0.5527], [1.2721, 0.4775, 0.1049], [0.6081, -0.8389, -0.2257], [-0.6533, -1.1108, 0.6168], [-2.1321, -2.0605, 0.0372], [-0.7928, 2.3939, 0.8919], [1.0499, 1.7798, -1.5404], [2.3712, 0.3864, -0.1257], [1.3221, 0.8106, 1.1598], [0.2010, -0.8079, -1.2439], [1.3856, -1.6841, -0.1524], [-0.2144, -1.6097, 1.5877], [-1.1409, -0.1275, 0.8690], [-1.7380, -3.3563, -0.3048]]
}

Entry x
{
  "formula": "C4H9NOS",
  "method": "the ωB97M-V functional and the def2-TZVPD basis",
  "homo_ev": [-7.3, -7.1],
  "gap_ha": [0.2802, 0.2687],
  "elements": ["C", "C", "C", "C", "N", "O", "S", "H", "H", "H", "H", "H", "H", "H", "H", "H"],
  "xyz": [[0.8523, -0.9407, 0.3634], [0.3078, -1.7091, 1.5455], [-0.8323, 2.0459, -0.2540], [-0.5172, 1.2370, -1.3479], [-0.2501, -0.8314, -0.6112], [1.7388, -1.6357, -0.4849], [0.6044, -1.7682, -1.7385], [1.1999, 0.0593, 0.6496], [-0.1367, -2.7286, 1.1894], [-0.4971, -0.9525, 1.8560], [1.0921, -1.7865, 2.2837], [-0.8479, 1.4665, 0.7209], [-0.1153, 2.8516, -0.1413], [-1.8974, 2.5014, -0.2403], [-1.2060, 0.8997, -2.1396], [0.5048, 1.2915, -1.6508]]
}

Ordering by calculated energy gives the sequence entry w, entry x, with the first entry being the most stable.

Entry w
{
  "formula": "C6H9NO",
  "method": "the ωB97M-V functional and the def2-TZVPD basis",
  "homo_ev": -8.3,
  "smiles": "C[C@H]1CN1/C=C/C=O",
  "gap_ha": 0.3242,
  "elements": ["C", "C", "C", "N", "C", "C", "C", "O", "H", "H", "H", "H", "H", "H", "H", "H", "H"],
  "xyz": [[2.3472, -0.8462, -0.2061], [1.3758, 0.0028, 0.5330], [1.2003, 1.4518, 0.0003], [0.2328, 0.4613, -0.2923], [-1.0823, 0.4703, -0.1441], [-1.8680, -0.6492, -0.1086], [-3.2429, -0.4855, 0.0407], [-3.7613, 0.6333, 0.0241], [1.9166, -1.9296, -0.1647], [2.5725, -0.4319, -1.3079], [3.1557, -0.9565, 0.4789], [1.2515, -0.2555, 1.6090], [1.8275, 1.7759, -0.8598], [0.9272, 2.2622, 0.5876], [-1.5306, 1.4294, -0.1302], [-1.3650, -1.5993, -0.1500], [-3.9570, -1.3333, 0.0901]]
}

Entry x
{
  "formula": "C6H9NO",
  "method": "the ωB97M-V functional and the def2-TZVPD basis",
  "homo_ev": -8.3,
  "smiles": "O[C@@H]1[C@@H]2NC[C@@H]3[C@H]1[C@@H]32",
  "gap_ha": 0.3381,
  "elements": ["O", "C", "C", "N", "C", "C", "C", "C", "H", "H", "H", "H", "H", "H", "H", "H", "H"],
  "xyz": [[1.9331, -0.6874, -0.3783], [1.1809, 0.2367, 0.3865], [-0.0628, -0.2152, 1.2305], [-0.7363, -1.3290, 0.6535], [-0.9583, -1.0113, -0.7814], [-0.9769, 0.5235, -0.7209], [0.3112, 1.2580, -0.3608], [-0.8266, 1.0701, 0.6321], [2.5229, -0.1930, -0.9443], [1.9856, 0.7597, 1.1009], [0.1226, -0.2536, 2.3145], [-0.3764, -2.2318, 0.7372], [-1.8209, -1.5206, -1.1698], [-0.0835, -1.3953, -1.3732], [-1.5888, 1.0186, -1.4483], [0.7988, 2.0921, -0.9075], [-1.4246, 1.8784, 1.0292]]
}

Ordering by calculated energy gives the sequence entry x, entry w, with the first entry being the most stable.